No. 1
Entry from OMol25: C4H8O as an isolated structure (ωB97M-V/def2-TZVPD).

Results
* orbital gap: 9.87 eV
* lowest unoccupied orbital energy: 1.1 eV
* M: 72.1 g/mol
* energy above the lowest of the compared OMol25 structures with the same formula, charge and spin: 119.3 kcal per mole
* HOMO energy: -8.77 eV
* net charge: 0

XYZ file:
```
13
C4H8O ωB97M-V/def2-TZVPD
C 0.067 -0.529 1.859
O -0.317 0.557 1.037
C -0.384 0.233 -0.259
C -0.231 1.074 -1.457
C 0.712 -0.100 -1.241
H 1.055 -0.903 1.563
H -0.668 -1.343 1.808
H 0.111 -0.129 2.871
H -1.529 -0.506 -0.541
H -1.277 0.424 -1.423
H 0.075 2.135 -1.522
H 0.585 -0.989 -1.856
H 1.740 0.044 -0.890
```

***

No. 2
Entry from OMol25: one molecule with the formula C4H8O (ωB97M-V/def2-TZVPD).

Results
* orbital gap: 10.16 eV
* lowest unoccupied orbital energy: 1.0 eV
* M: 72.1 g/mol
* energy above the lowest of the compared OMol25 structures with the same formula, charge and spin: 48.8 kcal per mole
* HOMO energy: -9.17 eV
* net charge: 0

XYZ file:
```
13
C4H8O ωB97M-V/def2-TZVPD
C -1.575 -0.191 -0.074
C -0.113 0.328 -0.041
O 0.278 1.720 -0.093
C 1.070 -0.376 0.748
C 1.045 -0.309 -0.838
H -2.218 0.566 -0.369
H -1.909 -0.699 0.888
H -1.534 -1.078 -0.773
H -0.297 2.058 0.591
H 1.729 0.147 1.319
H 0.760 -1.259 1.223
H 0.918 -1.236 -1.272
H 1.845 0.330 -1.310
```

***

No. 3
Entry from OMol25: a 2-piece molecular cluster, C4H8O overall (ωB97M-V/def2-TZVPD).

Results
* orbital gap: 10.08 eV
* lowest unoccupied orbital energy: 0.7 eV
* M: 72.1 g/mol
* energy above the lowest of the compared OMol25 structures with the same formula, charge and spin: 106.8 kcal per mole
* HOMO energy: -9.40 eV
* net charge: 0

XYZ file:
```
13
C4H8O ωB97M-V/def2-TZVPD
O 2.120 0.505 -0.202
C 0.883 0.087 -0.137
C 0.028 -0.219 1.101
C -1.232 -0.053 0.218
C -0.358 0.618 -0.868
H 1.770 -0.734 -0.652
H 0.941 -1.265 -0.717
H 0.170 0.617 1.795
H 0.195 -1.159 1.632
H -2.042 0.550 0.633
H -1.639 -1.013 -0.112
H -0.331 1.710 -0.771
H -0.503 0.356 -1.919
```

***

No. 4
Entry from OMol25: one molecule with the formula C4H8O (ωB97M-V/def2-TZVPD).

Results
* orbital gap: 10.47 eV
* lowest unoccupied orbital energy: 0.8 eV
* M: 72.1 g/mol
* energy above the lowest of the compared OMol25 structures with the same formula, charge and spin: 49.0 kcal per mole
* HOMO energy: -9.67 eV
* net charge: 0

XYZ file:
```
13
C4H8O ωB97M-V/def2-TZVPD
C 1.269 -0.878 0.494
C 0.048 0.194 -0.216
C -0.752 1.557 0.166
C -0.885 -0.894 -0.622
O -0.481 -2.033 -0.659
H 2.110 -0.240 0.705
H 0.911 -1.422 1.379
H 1.676 -1.703 -0.154
H 0.682 0.499 -1.042
H -0.819 2.267 -0.690
H -0.292 2.134 0.971
H -1.811 1.410 0.453
H -1.958 -0.706 -0.823
```

***

No. 5
Entry from OMol25: a 2-piece molecular cluster, C4H8O overall (ωB97M-V/def2-TZVPD).

Results
* orbital gap: 10.50 eV
* lowest unoccupied orbital energy: 0.8 eV
* M: 72.1 g/mol
* energy above the lowest of the compared OMol25 structures with the same formula, charge and spin: 41.8 kcal per mole
* HOMO energy: -9.67 eV
* net charge: 0

XYZ file:
```
13
C4H8O ωB97M-V/def2-TZVPD
C -0.615 1.871 0.822
C -0.315 0.941 1.715
C 0.513 1.197 2.950
H -1.219 1.605 -0.032
H -0.260 2.891 0.916
H -0.628 -0.078 1.534
H 0.651 0.285 3.527
H 1.452 1.678 2.661
H 0.038 1.895 3.643
C 0.111 -3.080 -4.440
O 0.821 -2.745 -5.339
H 0.326 -2.888 -3.370
H -0.874 -3.571 -4.587
```

***

No. 6
Entry from OMol25: one molecule with the formula C4H8O (ωB97M-V/def2-TZVPD).

Results
* orbital gap: 10.90 eV
* lowest unoccupied orbital energy: 1.0 eV
* M: 72.1 g/mol
* energy above the lowest of the compared OMol25 structures with the same formula, charge and spin: 27.6 kcal per mole
* HOMO energy: -9.86 eV
* net charge: 0

XYZ file:
```
13
C4H8O ωB97M-V/def2-TZVPD
C 0.814 -1.366 0.785
C -0.215 -0.573 -0.008
C -0.353 0.930 0.280
C -0.597 1.438 -1.134
O -0.008 0.984 -2.094
H 0.659 -1.456 1.869
H 1.793 -0.907 0.620
H 0.855 -2.381 0.375
H 0.199 -0.432 -1.114
H -1.226 -1.020 0.129
H -1.134 1.290 0.968
H 0.601 1.330 0.652
H -1.388 2.164 -1.328
```

***

Q: orbital gap of number 4 (C4H8O)?
A: 10.47 eV